# 1
{"formula": "C31H45N8O2PdS3SbSe", "method": "ωB97M-V/def2-TZVPD", "total_charge": 1, "energy_ha": -5760.79019, "multiplicity": 2, "species": ["Pd", "S", "Sb", "S", "S", "C", "C", "C", "C", "N", "C", "Se", "N", "C", "C", "C", "C", "C", "C", "C", "C", "C", "C", "H", "H", "H", "H", "H", "H", "H", "H", "H", "H", "H", "H", "H", "H", "H", "H", "H", "H", "H", "H", "H", "H", "C", "N", "C", "C", "C", "N", "C", "C", "O", "H", "H", "H", "H", "H", "H", "H", "H", "H", "H", "H", "H", "N", "C", "C", "C", "N", "C", "N", "O", "C", "C", "C", "C", "C", "C", "N", "H", "H", "H", "H", "H", "H", "H", "H", "H", "H", "H"], "positions_angstrom": [[1.240, 0.623, -1.296], [3.814, 1.425, -5.131], [2.193, 2.673, -3.939], [2.849, 2.210, -1.652], [0.587, 0.901, -3.501], [-3.641, 3.219, -3.152], [-4.476, 2.152, -2.452], [-4.136, 0.731, -2.891], [-2.768, 0.234, -2.431], [-2.639, 0.257, -0.969], [-1.820, 1.014, -0.227], [-0.559, 2.237, -0.934], [-2.006, 0.734, 1.070], [-1.440, 1.430, 2.228], [-2.487, 2.190, 3.042], [-2.838, 3.577, 2.508], [-3.574, 3.575, 1.169], [-2.921, -0.302, 1.167], [-3.380, -1.028, 2.266], [-4.245, -2.064, 1.999], [-4.651, -2.371, 0.686], [-4.204, -1.652, -0.399], [-3.324, -0.605, -0.129], [-3.923, 4.218, -2.821], [-3.787, 3.174, -4.233], [-2.573, 3.097, -2.960], [-5.532, 2.330, -2.663], [-4.372, 2.239, -1.365], [-4.139, 0.673, -3.982], [-4.907, 0.040, -2.545], [-1.960, 0.837, -2.837], [-2.605, -0.800, -2.744], [-0.686, 2.113, 1.841], [-0.934, 0.676, 2.832], [-2.092, 2.284, 4.056], [-3.399, 1.593, 3.123], [-1.924, 4.175, 2.429], [-3.462, 4.074, 3.253], [-2.905, 3.372, 0.329], [-4.034, 4.544, 0.975], [-4.368, 2.824, 1.157], [-3.051, -0.813, 3.273], [-4.608, -2.673, 2.814], [-5.317, -3.207, 0.526], [-4.485, -1.923, -1.406], [2.393, -2.566, 1.106], [2.564, -3.001, -0.271], [2.597, -4.447, -0.474], [2.285, -4.779, -1.917], [3.210, -3.967, -2.796], [3.045, -2.545, -2.503], [3.387, -1.592, -3.544], [2.801, -2.105, -1.254], [2.783, -0.867, -0.977], [1.493, -3.024, 1.519], [2.294, -1.487, 1.132], [3.251, -2.876, 1.709], [1.859, -4.886, 0.198], [3.581, -4.837, -0.190], [1.245, -4.529, -2.140], [2.425, -5.844, -2.096], [2.995, -4.116, -3.852], [4.250, -4.265, -2.625], [3.215, -2.059, -4.511], [4.435, -1.285, -3.480], [2.756, -0.712, -3.479], [-0.038, -0.988, -1.099], [-0.491, -2.032, -0.881], [-1.086, -3.250, -0.632], [-0.715, -3.942, 0.546], [-0.362, -4.469, 1.510], [-2.136, -3.671, -1.482], [-3.014, -3.951, -2.176], [1.459, 0.575, 0.947], [2.123, 1.263, 1.749], [2.597, 0.639, 3.033], [4.118, 0.405, 3.006], [4.927, 1.651, 3.354], [4.762, 2.811, 2.376], [3.341, 3.360, 2.303], [2.428, 2.535, 1.509], [2.063, -0.303, 3.138], [2.334, 1.278, 3.881], [4.404, 0.031, 2.018], [4.353, -0.386, 3.719], [5.984, 1.384, 3.417], [4.636, 1.990, 4.354], [5.073, 2.511, 1.370], [5.421, 3.626, 2.681], [3.342, 4.339, 1.826], [2.929, 3.498, 3.306], [2.176, 2.879, 0.591]], "mulliken_charge": [1.445, -0.224, 0.431, -0.443, -0.485, -1.174, 0.160, -0.925, -0.922, 2.054, -1.255, -0.184, 1.820, -1.053, -0.870, -0.773, -0.639, 0.292, -1.204, -0.894, -0.957, -1.129, 0.688, 0.382, 0.369, 0.117, 0.453, -0.223, 0.594, 0.322, 0.013, 0.359, 0.249, 0.567, 0.460, 0.389, 0.330, 0.450, -0.024, 0.500, 0.201, 0.548, 0.449, 0.430, 0.555, -0.807, 0.372, -0.808, -0.440, -0.680, 0.164, -0.439, 0.320, -0.939, 0.269, -0.312, 0.481, 0.432, 0.398, 0.110, 0.388, 0.457, 0.257, 0.374, 0.381, -0.256, -0.148, 0.182, 0.822, -0.146, -0.671, -0.270, -0.648, 0.286, 0.508, -1.474, -0.414, -0.967, -0.585, -0.842, 0.173, 0.513, 0.705, 0.221, 0.441, 0.382, 0.326, 0.287, 0.404, 0.491, 0.288, 0.166]}

---

# 2
{"formula": "C9H14", "method": "ωB97M-V/def2-TZVPD", "smiles": "Cc1ccccc1.CC", "energy_ha": -351.30270, "species": ["C", "C", "C", "C", "C", "C", "C", "H", "H", "H", "H", "H", "H", "H", "H", "C", "C", "H", "H", "H", "H", "H", "H"], "positions_angstrom": [[1.550, -0.913, 2.767], [1.132, 0.018, 1.655], [1.775, -0.005, 0.424], [1.237, 0.752, -0.628], [0.218, 1.644, -0.373], [-0.425, 1.710, 0.843], [0.037, 0.850, 1.853], [2.565, -1.257, 3.037], [0.911, -1.810, 2.522], [1.153, -0.572, 3.722], [2.628, -0.659, 0.262], [1.723, 0.676, -1.601], [-0.099, 2.281, -1.247], [-1.280, 2.374, 0.974], [-0.451, 0.891, 2.871], [-2.530, -0.746, -2.870], [-1.974, -2.185, -2.674], [-1.918, -0.126, -2.186], [-2.284, -0.477, -3.910], [-3.607, -0.562, -2.748], [-2.367, -2.478, -1.703], [-0.914, -2.235, -2.618], [-2.452, -2.854, -3.400]], "nbo_charge": [-0.641, -0.031, -0.211, -0.205, -0.231, -0.212, -0.204, 0.231, 0.222, 0.214, 0.212, 0.214, 0.213, 0.220, 0.209, -0.609, -0.604, 0.206, 0.194, 0.207, 0.198, 0.208, 0.199]}

---

Relative energy (zero: lowest compared OMol25 entry of this formula, charge and spin)
In order: 0.000; 0.748
Unit: eV